(1)
The following is a DFT calculation (ωB97M-V with the def2-TZVPD basis set) of a single C10H11NO2S molecule.

Structure (XYZ):
```
25
Properties=species:S:1:pos:R:3:lowdin_charge:R:1
C 0.993 -1.706 -0.570 -0.019
C 1.537 -1.893 0.661 0.005
C 0.347 0.042 1.475 -0.017
C 0.159 -0.606 -0.851 -0.268
C 1.294 -0.992 1.744 -0.245
C -0.203 0.214 0.224 -0.322
C -0.348 -0.187 -2.069 -0.137
C -2.107 1.031 -1.457 -0.197
C -2.505 2.157 -2.419 -0.234
C 1.629 -0.463 3.892 -0.088
N -0.108 -0.681 -3.260 0.106
O -1.929 2.342 1.000 -0.538
O 1.920 -1.343 2.871 -0.054
S -1.037 1.824 -0.080 0.870
H 1.318 -2.353 -1.353 0.102
H 2.040 -2.829 0.866 0.121
H 0.094 0.929 2.155 0.129
H -3.158 1.845 -3.169 0.024
H -1.630 2.569 -2.942 0.063
H -2.977 2.868 -1.697 0.080
H 0.659 -0.541 4.380 0.111
H 1.923 0.501 3.387 0.120
H 2.376 -0.675 4.622 0.084
H 0.515 -1.561 -3.336 0.143
H -0.801 -0.492 -4.070 0.160
```

Computed properties:
HOMO (alpha / beta): -7.072 / -7.074 eV
LUMO energy (alpha / beta): -0.0190 / -0.0190 Eh
Gap between HOMO and LUMO (alpha / beta): 6.55 / 6.56 eV
Total energy: -26961.7006 eV
Relative energy (zero: lowest compared OMol25 entry of this formula, charge and spin): 131.0 kcal/mol

(2)
The following is a DFT calculation (ωB97M-V with the def2-TZVPD basis set) of a single C10H11NOSi molecule.

Structure (XYZ):
```
24
Properties=species:S:1:pos:R:3:lowdin_charge:R:1
C 3.091 0.972 -0.067 0.054
C 2.551 -0.211 -0.215 0.089
C 2.524 2.209 -0.225 -0.110
C -0.892 -1.483 -1.173 -0.112
C -1.624 -0.393 -1.218 -0.137
C 1.195 -0.393 -0.472 -0.164
C 0.596 0.878 -0.495 -0.156
C 0.398 -1.691 -0.572 -0.366
C -1.294 0.934 -0.621 -0.202
C 0.340 -2.367 0.780 -0.059
N 1.173 2.063 -0.464 0.091
O -0.728 1.512 2.125 -0.234
Si -1.993 1.373 1.125 0.545
H 3.010 3.054 -0.501 0.067
H -1.103 -2.396 -1.728 0.121
H -2.617 -0.323 -1.689 0.115
H 1.124 -2.423 -1.122 0.177
H -1.333 1.770 -1.223 0.045
H -0.127 -1.690 1.611 0.128
H 1.329 -2.595 1.018 0.046
H -0.138 -3.370 0.672 0.097
H 0.132 1.453 1.701 0.025
H -2.810 0.350 1.631 -0.049
H -2.803 2.768 1.122 -0.011
```

Computed properties:
HOMO (alpha / beta): -9.404 / -9.405 eV
Structure (SMILES): C[C@H]1C=C[C@@H]([SiH2]O)c2ncc#cc21
LUMO energy (alpha / beta): -0.0309 / -0.0310 Eh
Gap between HOMO and LUMO (alpha / beta): 8.56 / 8.56 eV
Total energy: -21958.4254 eV
Relative energy (zero: lowest compared OMol25 entry of this formula, charge and spin): 26.6 kcal/mol

(3)
The following is a DFT calculation (ωB97M-V with the def2-TZVPD basis set) of a molecular structure, C10H11O2S.

Structure (XYZ):
```
24
Properties=species:S:1:pos:R:3:lowdin_charge:R:1
C 2.117 -1.421 -2.112 -0.139
C 1.479 -2.573 -1.688 -0.469
C 1.507 -0.248 -1.485 -0.323
C 0.486 -0.588 -0.637 -0.314
C 0.137 1.682 1.223 -0.718
C -2.046 0.454 0.134 -0.065
C -1.581 -0.425 1.283 -0.285
C -0.661 0.507 0.611 -0.137
C 1.817 1.206 -1.877 -0.025
C -1.932 -0.064 2.754 -0.027
O 1.360 1.628 1.309 -0.017
O -0.687 2.532 1.619 -0.048
S 0.241 -2.297 -0.525 0.955
H 2.891 -1.377 -2.737 0.047
H 1.918 -3.475 -2.063 0.041
H -2.293 -0.022 -0.729 0.070
H -2.583 1.275 0.431 0.080
H -1.668 -1.480 1.139 0.079
H 1.532 1.888 -1.127 0.049
H 2.821 1.317 -1.864 0.036
H 1.282 1.352 -2.754 0.056
H -1.406 0.778 2.936 0.019
H -1.688 -0.805 3.408 0.032
H -3.042 0.155 2.752 0.100
```

Computed properties:
HOMO: -4.618 eV
LUMO energy: 0.1118 Eh
Gap between HOMO and LUMO: 7.66 eV
Total charge: -1
Total energy: -25476.5813 eV
Relative energy (zero: lowest compared OMol25 entry of this formula, charge and spin): 92.1 kcal/mol

(4)
The following is a DFT calculation (ωB97M-V with the def2-TZVPD basis set) of a single C10H11OP molecule.

Structure (XYZ):
```
23
Properties=species:S:1:pos:R:3:lowdin_charge:R:1
C 2.483 0.706 -0.044 -0.059
C 2.793 -0.473 0.826 -0.062
C 1.354 0.754 -0.753 -0.050
C 1.843 -1.420 1.110 -0.159
C 0.180 -0.177 -0.412 -0.264
C 0.648 -1.500 0.296 -0.449
C -2.278 0.081 -0.605 -0.051
C -2.565 -1.276 -0.784 -0.194
C -1.079 0.391 0.189 -0.394
C -0.947 1.869 0.199 -0.102
O -1.849 -2.247 -0.271 -0.373
P -0.538 -2.595 0.670 1.037
H 3.223 1.434 -0.113 0.076
H 3.726 -0.528 1.312 0.076
H 1.007 1.494 -1.384 0.071
H 2.012 -2.230 1.925 0.126
H -0.172 -0.484 -1.407 0.140
H -2.620 0.797 -1.342 0.110
H -3.420 -1.711 -1.276 0.114
H -1.128 -0.034 1.173 0.130
H -1.903 2.325 0.563 0.099
H -0.484 2.388 -0.716 0.104
H -0.288 2.437 0.843 0.075
```

Computed properties:
HOMO (alpha / beta): -7.720 / -7.719 eV
Structure (SMILES): C[C@H]1C=COP=C2C=CC=C[C@@H]21
LUMO energy (alpha / beta): -0.0072 / -0.0072 Eh
Gap between HOMO and LUMO (alpha / beta): 7.52 / 7.52 eV
Total energy: -21880.6997 eV
Relative energy (zero: lowest compared OMol25 entry of this formula, charge and spin): 100.1 kcal/mol

(5)
The following is a DFT calculation (ωB97M-V with the def2-TZVPD basis set) of a molecular structure, C10H12AlBrCl6OP.

Structure (XYZ):
```
32
Properties=species:S:1:pos:R:3:lowdin_charge:R:1
C 3.947 1.340 0.060 -0.190
C 2.979 1.823 -1.097 -0.794
Cl 1.940 3.140 -0.391 0.575
C 2.158 0.649 -1.777 -0.734
Cl 3.305 -0.675 -2.364 0.455
Al 0.761 -0.029 -0.429 0.061
C -0.925 1.108 -0.569 -0.254
C -1.087 2.109 -1.639 -0.137
C -2.275 2.978 -1.747 -0.093
C -3.315 2.768 -0.734 -0.129
C -3.196 1.788 0.338 -0.108
C -1.994 0.941 0.425 -0.117
P 0.419 -2.330 -0.750 0.354
O -1.105 -2.843 -0.186 -0.548
Br 1.954 -3.304 0.670 0.029
H 3.404 1.016 0.979 0.037
H 4.549 2.248 0.348 0.066
H 4.606 0.501 -0.281 0.053
H 3.629 2.303 -1.876 0.088
H 1.703 1.084 -2.714 0.045
H 1.373 0.175 1.025 -0.055
H -0.282 2.260 -2.394 0.065
H -2.344 3.740 -2.551 0.082
H -4.213 3.431 -0.798 0.079
H -3.989 1.673 1.113 0.080
H -1.857 0.203 1.249 0.078
H -1.406 -2.338 0.591 -0.023
C -1.746 -5.153 3.096 -2.031
Cl -1.407 -5.595 1.420 0.541
Cl -0.296 -5.408 4.082 0.508
Cl -2.220 -3.445 3.176 0.526
Cl -3.070 -6.160 3.722 0.493
```

Computed properties:
HOMO: -4.400 eV
LUMO energy: 0.0790 Eh
Gap between HOMO and LUMO: 6.55 eV
Total charge: -1
Total energy: -173677.1042 eV
Relative energy (zero: lowest compared OMol25 entry of this formula, charge and spin): 38.2 kcal/mol

(6)
The following is a DFT calculation (ωB97M-V with the def2-TZVPD basis set) of a molecular structure, C10H12AuN8S.

Structure (XYZ):
```
32
Properties=species:S:1:pos:R:3:lowdin_charge:R:1
Au 0.816 2.104 -0.583 0.526
C 3.612 -1.794 -1.138 -0.030
N 2.179 -1.853 -1.217 -0.129
C 1.435 -2.974 -0.986 -0.017
C 0.138 -2.622 -1.058 -0.016
N 0.071 -1.265 -1.331 0.031
C 1.358 -0.806 -1.452 -0.659
S 2.002 0.672 -1.984 0.615
C -1.142 -0.551 -1.300 -0.249
C -2.349 -1.233 -1.133 0.011
C -3.519 -0.505 -1.029 -0.035
C -3.472 0.880 -1.104 -0.036
C -2.236 1.464 -1.302 -0.135
N -1.107 0.771 -1.396 0.032
H 3.986 -2.811 -1.058 0.100
H 3.922 -1.224 -0.258 0.107
H 4.026 -1.315 -2.024 0.085
H 1.877 -3.931 -0.799 0.134
H -0.727 -3.237 -0.954 0.114
H -2.401 -2.306 -1.100 0.100
H -4.455 -1.021 -0.888 0.119
H -4.364 1.480 -1.021 0.113
H -2.120 2.533 -1.393 0.106
N 0.649 0.874 3.992 0.152
N 0.332 1.827 3.108 -0.281
N 0.398 3.102 3.371 0.150
C 0.162 3.649 2.190 -0.170
N -0.046 2.717 1.262 -0.139
N 0.059 1.551 1.872 0.042
H 0.513 1.155 4.953 0.122
H 0.299 -0.037 3.726 0.117
H 0.105 4.705 2.033 0.118
```

Computed properties:
HOMO: -11.277 eV
LUMO energy: -0.1050 Eh
Gap between HOMO and LUMO: 8.42 eV
Total charge: +1
Total energy: -37005.4573 eV

(7)
The following is a DFT calculation (ωB97M-V with the def2-TZVPD basis set) of a molecular structure, C10H12ClNPPt.

Structure (XYZ):
```
26
Properties=species:S:1:pos:R:3:mulliken_spin:R:1
C -0.092 -1.843 0.282 0.403
C -0.247 -2.780 -0.714 -0.179
C -0.588 -2.472 -2.036 0.405
C -0.962 -1.201 -2.507 -0.181
C -1.030 -0.076 -1.726 0.398
Pt -0.039 0.061 -0.016 0.058
P 1.051 0.049 2.021 0.008
H 0.104 -2.260 1.295 0.028
H -0.099 -3.830 -0.453 -0.010
H -0.641 -3.306 -2.740 0.038
H -1.587 0.793 -2.136 0.013
H -1.249 -1.127 -3.558 -0.008
H 2.332 0.672 2.083 0.003
H 1.326 -1.239 2.561 0.004
H 0.288 0.631 3.075 0.008
Cl 0.945 5.202 2.271 0.006
C 0.480 4.331 0.874 -0.166
C 0.216 4.986 -0.324 0.419
C -0.063 4.194 -1.434 0.020
C 0.022 2.801 -1.330 0.134
N 0.139 2.185 -0.138 0.293
C 0.366 2.943 0.957 0.233
H 0.245 6.066 -0.361 0.044
H -0.338 4.625 -2.387 0.000
H -0.064 2.147 -2.197 -0.011
H 0.512 2.456 1.919 0.042
```

Computed properties:
HOMO (alpha / beta): -1.014 / -4.496 eV
LUMO energy (alpha / beta): 0.1063 / 0.1044 Eh
Gap between HOMO and LUMO (alpha / beta): 3.91 / 7.34 eV
Total charge: -1
Total energy: -37110.4015 eV
Spin multiplicity: 3

(8)
The following is a DFT calculation (ωB97M-V with the def2-TZVPD basis set) of a molecular structure, C10H12CuN2O5S.

Structure (XYZ):
```
31
Properties=species:S:1:pos:R:3:mulliken_spin:R:1
O -0.834 3.895 -3.356 0.002
C -0.786 2.773 -3.164 0.005
Cu -0.306 -0.305 -3.081 0.035
O -0.695 0.186 -5.971 0.000
C -0.612 0.082 -4.829 0.001
C -0.501 -2.104 -3.306 0.012
O -0.701 -3.237 -3.303 -0.003
C -3.192 0.198 -3.275 0.009
O -4.322 0.317 -3.356 0.000
C 1.484 -0.018 -3.306 0.003
O 2.610 0.209 -3.319 -0.001
C 1.635 1.887 2.939 0.006
C 0.368 1.387 2.289 0.001
N 0.690 0.949 0.891 0.086
C -0.169 0.050 0.312 -0.126
S -1.192 0.535 -0.986 0.931
N -0.230 -1.180 0.820 0.038
C 0.590 -1.701 1.936 0.005
C -0.262 -2.198 3.084 0.000
H 2.408 1.115 2.953 -0.001
H 1.408 2.178 3.965 0.002
H 2.034 2.758 2.414 0.000
H -0.059 0.533 2.833 0.001
H -0.389 2.191 2.238 0.001
H 0.810 1.782 0.308 -0.004
H -0.838 -1.833 0.340 -0.002
H 1.194 -2.528 1.538 0.000
H 1.286 -0.915 2.245 0.000
H -0.869 -3.059 2.785 0.000
H 0.378 -2.530 3.908 0.000
H -0.937 -1.415 3.455 0.001
```

Computed properties:
HOMO (alpha / beta): -17.702 / -17.638 eV
LUMO energy (alpha / beta): -0.2877 / -0.4191 Eh
Gap between HOMO and LUMO (alpha / beta): 9.87 / 6.23 eV
Total charge: +2
Total energy: -79238.1135 eV
Spin multiplicity: 2

(9)
The following is a DFT calculation (ωB97M-V with the def2-TZVPD basis set) of a single C10H12F3O2P molecule.

Structure (XYZ):
```
28
Properties=species:S:1:pos:R:3:lowdin_charge:R:1
O 0.635 -3.489 -0.587 0.091
C 0.457 -2.440 -0.012 -0.470
C -0.867 -2.035 0.563 -0.300
P -1.514 -0.402 -0.234 0.854
C -2.188 1.164 -1.130 -0.342
O -3.351 1.720 -0.488 -0.029
C -3.132 2.705 0.391 -0.720
F -4.241 2.905 1.105 0.171
F -2.802 3.872 -0.214 0.145
F -2.117 2.421 1.250 0.120
C 1.552 -1.414 0.062 -0.198
C 1.870 -0.794 1.272 -0.046
C 2.885 0.155 1.325 -0.075
C 3.563 0.507 0.164 -0.083
C 3.243 -0.101 -1.045 -0.073
C 2.248 -1.070 -1.095 -0.027
H -1.580 -2.846 0.401 0.082
H -0.747 -1.894 1.643 0.081
H -1.066 -0.858 -1.508 0.038
H -0.709 0.383 0.620 0.024
H -2.833 -0.685 0.199 0.036
H -1.397 1.915 -1.226 0.094
H -2.508 0.873 -2.133 0.084
H 1.332 -1.067 2.171 0.112
H 3.136 0.614 2.272 0.104
H 4.345 1.254 0.203 0.103
H 3.776 0.176 -1.945 0.104
H 2.009 -1.568 -2.026 0.118
```

Computed properties:
HOMO: -8.901 eV
Structure (SMILES): O=C(C[PH3]COC(F)(F)F)c1ccccc1
LUMO energy: 0.0184 Eh
Gap between HOMO and LUMO: 9.40 eV
Total energy: -32098.9306 eV
Relative energy (zero: lowest compared OMol25 entry of this formula, charge and spin): 0.0 kcal/mol

(10)
The following is a DFT calculation (ωB97M-V with the def2-TZVPD basis set) of a molecular structure, C10H12F9LiNO4S.

Structure (XYZ):
```
38
Properties=species:S:1:pos:R:3:lowdin_charge:R:1
N 1.634 -0.704 2.278 0.148
C 1.479 -1.773 1.613 -0.255
C 1.005 -1.833 0.192 -0.130
C 2.146 -1.835 -0.874 -0.191
O 2.355 -0.564 -1.430 -0.119
C 3.184 0.316 -0.691 -0.156
C 2.453 1.570 -0.150 -0.155
O 1.081 1.613 -0.552 -0.159
C 0.283 2.270 0.390 -0.245
S -1.242 2.863 -0.397 0.783
O -1.491 4.159 0.166 -0.253
O -1.225 2.598 -1.799 -0.237
C -2.587 1.837 0.401 -0.473
F -2.425 2.037 1.729 0.113
F -3.732 2.379 0.005 0.152
C -2.684 0.287 0.200 -0.332
F -3.895 -0.086 0.670 0.167
F -1.724 -0.290 0.975 0.118
C -2.551 -0.265 -1.249 -0.375
F -3.294 0.480 -2.059 0.195
F -1.266 -0.196 -1.611 0.164
C -3.004 -1.743 -1.421 -0.561
F -4.313 -1.867 -1.326 0.207
F -2.446 -2.516 -0.471 0.158
F -2.611 -2.182 -2.599 0.210
H 2.007 -0.819 3.220 0.063
H 1.702 -2.792 2.050 0.046
H 0.382 -2.724 0.046 0.118
H 0.408 -0.932 0.013 0.097
H 3.082 -2.244 -0.455 0.125
H 1.840 -2.488 -1.702 0.134
H 4.002 0.635 -1.354 0.131
H 3.638 -0.213 0.162 0.114
H 2.947 2.468 -0.549 0.134
H 2.524 1.583 0.948 0.110
H 0.715 3.228 0.731 0.127
H 0.058 1.650 1.271 0.111
Li 1.567 -3.909 3.629 0.913
```

Computed properties:
HOMO: -12.711 eV
LUMO energy: -0.2097 Eh
Gap between HOMO and LUMO: 7.01 eV
Total charge: +1
Total energy: -55732.4804 eV
Relative energy (zero: lowest compared OMol25 entry of this formula, charge and spin): 0.0 kcal/mol

(11)
The following is a DFT calculation (ωB97M-V with the def2-TZVPD basis set) of a single C10H12N2 molecule.

Structure (XYZ):
```
24
Properties=species:S:1:pos:R:3:lowdin_charge:R:1
C -0.077 1.871 1.242 -0.055
C -0.838 0.794 1.188 -0.040
C -1.702 -1.019 -0.416 -0.062
C -1.836 -0.865 -1.744 -0.151
C 0.907 2.214 0.117 -0.140
C -0.555 -0.144 0.008 -0.342
C -0.483 0.758 -1.245 -0.284
C 0.500 -1.160 0.593 -0.249
C 0.670 -1.594 1.867 0.082
C 1.342 -1.542 -0.624 -0.055
N -1.271 0.340 -2.202 0.098
N 0.273 1.901 -1.134 0.075
H -0.126 2.482 2.114 0.092
H -1.554 0.352 1.891 0.124
H -2.148 -1.662 0.355 0.120
H -2.427 -1.539 -2.435 0.119
H 1.106 3.228 0.197 0.101
H -0.021 -1.270 2.618 0.058
H 1.731 1.574 0.252 0.106
H 1.456 -2.174 2.104 0.021
H 1.664 -0.671 -1.231 0.082
H 0.804 -2.145 -1.369 0.081
H 2.180 -2.250 -0.275 0.102
H 0.405 2.522 -1.871 0.117
```

Computed properties:
HOMO: -7.783 eV
Structure (SMILES): C=C(C)[C@@]12C=CCNC1=NC=C2
LUMO energy: 0.0298 Eh
Gap between HOMO and LUMO: 8.59 eV
Total energy: -13541.5631 eV
Relative energy (zero: lowest compared OMol25 entry of this formula, charge and spin): 74.7 kcal/mol

(12)
The following is a DFT calculation (ωB97M-V with the def2-TZVPD basis set) of a single C10H12N2 molecule.

Structure (XYZ):
```
24
Properties=species:S:1:pos:R:3:mulliken_spin:R:1
C -0.743 0.335 2.237 0.348
C -0.221 1.094 1.225 -0.047
C -0.481 -1.613 0.834 -0.103
C -0.947 -1.048 2.029 0.454
C 0.284 0.557 0.039 0.550
C 0.216 -0.861 -0.100 0.456
C 0.442 1.012 -2.306 0.103
C 1.538 0.186 -1.817 0.009
C -1.636 -1.898 3.077 -0.021
C 0.802 2.196 -3.205 -0.012
N 0.876 -1.349 -1.151 0.122
N 1.028 1.212 -0.923 0.001
H -1.093 0.680 3.208 0.029
H -0.057 2.180 1.450 0.009
H -0.626 -2.681 0.646 -0.007
H -0.501 0.517 -2.238 0.003
H 2.557 0.118 -2.065 0.007
H -1.626 -1.426 4.127 0.005
H -2.632 -1.886 2.736 0.036
H -1.254 -2.817 3.238 0.013
H 0.431 2.198 -4.278 0.004
H 1.805 2.270 -3.227 0.001
H 0.260 3.097 -2.756 0.003
H 1.578 -2.072 -0.781 0.036
```

Computed properties:
HOMO (alpha / beta): -3.797 / -8.366 eV
LUMO energy (alpha / beta): 0.0378 / -0.0586 Eh
Gap between HOMO and LUMO (alpha / beta): 4.82 / 6.77 eV
Total energy: -13537.9814 eV
Spin multiplicity: 3
Relative energy (zero: lowest compared OMol25 entry of this formula, charge and spin): 48.0 kcal/mol

no.,strongest force on any atom (eV/A)
1,4.6
2,5.5
3,6.7
4,4.8
5,3.5
6,1.5
7,2.7
8,7.2
9,0.4
10,0.8
11,5.1
12,5.5